{
  "formula": "C25H37F2N3O4S",
  "method": "ωB97M-V/def2-TZVPD",
  "homo_lumo_gap_ha": 0.08778,
  "total_charge": -2,
  "lumo_energy_ev": 3.01,
  "spin_multiplicity": 1,
  "de_lowest_kcal_mol": 427.0,
  "elements": ["C", "C", "C", "C", "C", "C", "C", "C", "C", "C", "C", "C", "C", "C", "C", "C", "C", "C", "C", "N", "C", "O", "F", "C", "O", "F", "C", "N", "S", "N", "C", "H", "H", "H", "H", "H", "H", "H", "H", "H", "H", "H", "H", "H", "H", "H", "H", "H", "H", "H", "H", "H", "H", "H", "H", "H", "H", "H", "H", "H", "H", "H", "H", "H", "O", "C", "C", "O", "H", "H", "H", "H"],
  "positions_angstrom": [[0.5885, -0.1354, 6.3155], [-0.0449, 1.3520, 5.9048], [-1.6922, 1.3222, 6.1584], [-2.5376, 1.5235, 4.7297], [-2.7868, 0.0714, 3.9645], [-4.2226, 0.0092, 3.1431], [-4.6025, 1.4228, 2.3805], [-3.3773, 1.9935, 1.4150], [-3.7963, 2.0800, -0.1778], [-2.9686, 3.2538, -1.0035], [-1.4056, 3.4114, -0.4942], [-0.5132, 3.7823, -1.8374], [1.0831, 4.0729, -1.5060], [1.9350, 2.9451, -2.3922], [1.8779, 1.5530, -1.5245], [1.7520, 0.1841, -2.4209], [2.7847, -0.2638, -3.6277], [2.6321, -1.6734, -4.5018], [1.3657, -2.7107, -4.1591], [1.3144, -3.9867, -4.9580], [-0.0862, -4.4674, -5.2471], [-0.5900, -5.3959, -4.3868], [-0.9759, -4.0049, -6.3403], [2.2229, -5.0697, -4.4252], [2.4039, -5.3766, -3.1207], [3.0170, -5.8274, -5.4640], [0.3514, -2.2398, -2.9640], [-0.8484, -3.0063, -2.4560], [-1.6513, -2.0552, -1.1905], [-0.6519, -0.6096, -1.0467], [0.4634, -0.8244, -2.0838], [1.7711, -0.1195, 6.3531], [0.1958, -0.3565, 7.3977], [0.2089, -0.9326, 5.5396], [0.4461, 2.1146, 6.6645], [0.2039, 1.6707, 4.8034], [-1.9815, 2.2597, 6.8226], [-2.0492, 0.3769, 6.7581], [-3.5226, 2.1420, 4.8920], [-1.8186, 2.1400, 4.0104], [-1.8859, -0.1977, 3.2680], [-2.8232, -0.7682, 4.8118], [-4.1840, -0.9231, 2.3992], [-5.0764, -0.2263, 3.9348], [-5.5159, 1.1652, 1.6602], [-4.9801, 2.2539, 3.1126], [-3.1552, 3.0930, 1.7850], [-2.4338, 1.3027, 1.4795], [-3.5496, 1.0354, -0.6623], [-4.9553, 2.2684, -0.2490], [-3.5150, 4.2779, -0.7821], [-2.9739, 3.0442, -2.1656], [-1.0280, 2.3928, -0.0375], [-1.3346, 4.2689, 0.3069], [-0.5887, 2.8263, -2.5398], [-0.9884, 4.6721, -2.4337], [1.2563, 3.7794, -0.3677], [1.4071, 5.1768, -1.7447], [3.0287, 3.3389, -2.5293], [1.4617, 2.7405, -3.4434], [0.9499, 1.5960, -0.8122], [2.8501, 1.4803, -0.8400], [3.7013, 0.4617, -3.8456], [3.4063, -1.9684, -5.3564], [5.3996, -6.0928, -0.8167], [5.1221, -5.0720, -1.6400], [6.4860, -4.3564, -2.0777], [6.2074, -3.3255, -2.8877], [4.4780, -4.2678, -1.2422], [4.6005, -5.3159, -2.5825], [7.1221, -5.1597, -2.4898], [7.0166, -4.1258, -1.1371]],
  "lowdin_charge": [-0.154, -0.248, -0.224, -0.208, -0.217, -0.218, -0.219, -0.212, -0.212, -0.216, -0.224, -0.227, -0.213, -0.228, -0.212, -0.147, -0.047, -0.014, -0.149, -0.015, -0.183, -0.010, -0.019, -0.160, 0.036, -0.045, -0.150, -0.339, 0.664, -0.378, -0.188, 0.076, 0.067, 0.080, 0.097, 0.105, 0.096, 0.100, 0.101, 0.104, 0.111, 0.106, 0.122, 0.105, 0.102, 0.093, 0.111, 0.106, 0.111, 0.097, 0.104, 0.110, 0.100, 0.108, 0.120, 0.105, 0.108, 0.095, 0.097, 0.107, 0.077, 0.119, 0.079, 0.085, -0.223, -0.418, -0.426, -0.210, 0.100, 0.074, 0.087, 0.086]
}

{
  "formula": "C30H52P2V",
  "method": "ωB97M-V/def2-TZVPD",
  "homo_lumo_gap_ha": [0.25332, 0.26240],
  "total_charge": 2,
  "lumo_energy_ev": [-6.42, -6.64],
  "spin_multiplicity": 2,
  "elements": ["V", "C", "C", "C", "C", "C", "C", "H", "H", "H", "C", "H", "H", "H", "C", "H", "H", "H", "C", "H", "H", "H", "C", "H", "H", "H", "C", "C", "C", "C", "C", "C", "C", "C", "H", "H", "H", "H", "H", "H", "H", "H", "H", "H", "H", "H", "P", "P", "C", "C", "H", "H", "H", "H", "C", "H", "H", "H", "C", "H", "H", "H", "C", "H", "H", "H", "C", "H", "H", "H", "C", "C", "C", "C", "C", "C", "H", "H", "H", "H", "H", "H", "H", "H", "H"],
  "positions_angstrom": [[-0.5565, 0.9173, 0.1441], [0.4450, 0.6193, 1.9768], [1.3428, 0.9402, 0.9099], [-0.1955, 2.6725, 1.1265], [-0.5504, 1.6476, 2.0672], [0.9757, 2.2390, 0.4169], [0.5384, -0.5695, 2.8526], [1.5712, -0.9390, 2.9278], [-0.0770, -1.3858, 2.4625], [0.1523, -0.3435, 3.8543], [-1.7706, 1.5901, 2.8975], [-2.2671, 0.6121, 2.7962], [-2.4937, 2.3560, 2.5900], [-1.5362, 1.7355, 3.9618], [-1.0110, 3.8679, 0.8540], [-1.2452, 4.3703, 1.8048], [-1.9748, 3.6286, 0.3748], [-0.4713, 4.5624, 0.1981], [1.5410, 2.9051, -0.7726], [1.3025, 3.9712, -0.7723], [1.1398, 2.4746, -1.7012], [2.6320, 2.8077, -0.8036], [2.4264, 0.0516, 0.4192], [3.3760, 0.1720, 0.9676], [2.6522, 0.2175, -0.6457], [2.1570, -1.0091, 0.5353], [-0.5773, -4.1296, -1.7287], [0.5666, -3.9413, -1.0459], [1.6172, -2.9188, -1.3783], [2.0280, -2.8140, -2.8897], [1.5009, -1.7625, -3.7598], [0.1557, -1.3445, -3.9463], [-0.8456, -1.8297, -2.8669], [-1.0518, -3.3419, -2.9224], [2.5339, -3.2117, -0.8363], [1.9527, -3.8299, -3.3397], [1.3713, -1.9229, -0.9745], [-0.5985, -3.7303, -3.8525], [-1.2273, -4.9862, -1.5349], [0.7837, -4.6019, -0.1970], [-2.1335, -3.5742, -3.0202], [-0.5159, -1.5249, -1.8640], [0.1174, -0.2286, -4.0219], [-1.8127, -1.3194, -3.0045], [3.1220, -2.6268, -2.8664], [2.2518, -1.2340, -4.3539], [-0.7470, -1.3287, -5.8261], [-0.8665, 1.8933, -5.9493], [-0.8597, -0.4740, -7.5085], [-1.4910, 0.8997, -7.4246], [-1.4639, -1.1263, -8.1566], [0.1504, -0.4422, -7.9391], [-1.2812, 1.4694, -8.3419], [-2.5821, 0.8270, -7.3173], [-1.5383, 3.4482, -6.6851], [-1.0769, 4.3141, -6.2023], [-2.6222, 3.4817, -6.5316], [-1.3307, 3.4817, -7.7625], [0.8256, 2.0982, -6.6837], [0.7538, 2.2201, -7.7743], [1.4565, 1.2320, -6.4544], [1.2793, 2.9951, -6.2466], [-2.4767, -1.8987, -5.7227], [-2.7767, -2.1330, -4.6973], [-2.5727, -2.7946, -6.3489], [-3.1489, -1.1253, -6.1174], [0.1842, -2.7489, -6.4614], [0.4544, -2.5615, -7.5064], [-0.4295, -3.6503, -6.4019], [1.1089, -2.8724, -5.8916], [-2.9231, -2.4281, 3.3721], [-2.6481, -2.8918, 1.9332], [-1.7096, -4.1019, 1.9471], [-3.9693, -3.2838, 1.2739], [-2.0409, -1.8022, 1.1693], [-1.5578, -0.8682, 0.5452], [-3.4056, -3.2509, 3.9165], [-3.5984, -1.5599, 3.3719], [-1.9907, -2.1560, 3.8883], [-2.2231, -4.9226, 2.4650], [-1.4671, -4.4190, 0.9240], [-0.7769, -3.8690, 2.4779], [-4.6662, -2.4360, 1.2876], [-3.8048, -3.6078, 0.2382], [-4.3937, -4.1135, 1.8528]],
  "lowdin_charge": [0.997, -0.248, -0.275, -0.288, -0.269, -0.284, 0.009, 0.105, 0.061, 0.107, 0.014, 0.083, 0.098, 0.118, -0.004, 0.115, 0.104, 0.091, 0.003, 0.093, 0.095, 0.108, 0.005, 0.122, 0.096, 0.075, -0.098, -0.098, -0.177, -0.165, -0.090, -0.338, -0.200, -0.184, 0.123, 0.147, 0.070, 0.115, 0.112, 0.113, 0.118, 0.068, 0.057, 0.106, 0.125, 0.122, 1.006, 0.849, -0.349, -0.457, 0.112, 0.088, 0.087, 0.079, -0.304, 0.043, 0.046, 0.050, -0.299, 0.056, 0.025, 0.044, -0.173, 0.036, 0.075, 0.060, -0.200, 0.058, 0.066, 0.043, -0.036, -0.637, -0.037, -0.041, -0.121, -0.037, 0.100, 0.091, 0.083, 0.100, 0.062, 0.090, 0.096, 0.088, 0.098]
}

{
  "formula": "C2H5O",
  "method": "ωB97M-V/def2-TZVPD",
  "homo_lumo_gap_ha": [0.40531, 0.33400],
  "lumo_energy_ev": [1.09, -1.60],
  "spin_multiplicity": 2,
  "de_lowest_kcal_mol": 35.1,
  "elements": ["O", "H", "C", "C", "H", "H", "H", "H"],
  "positions_angstrom": [[0.2842, 1.9633, 0.6031], [0.2037, 1.5825, 1.4948], [-0.5553, -1.0679, -0.1873], [0.3117, -0.1710, -0.5836], [-1.4261, -0.9053, 0.4483], [-0.4471, -2.0901, -0.5304], [0.3882, 0.9974, -0.1417], [1.2407, -0.3090, -1.1032]],
  "lowdin_charge": [-0.110, 0.030, -0.050, -0.027, 0.063, 0.054, -0.027, 0.067]
}

{
  "formula": "CH6NO2",
  "method": "ωB97M-V/def2-TZVPD",
  "homo_lumo_gap_ha": 0.44120,
  "total_charge": 1,
  "lumo_energy_ev": -4.41,
  "spin_multiplicity": 1,
  "de_lowest_kcal_mol": 11.7,
  "elements": ["O", "H", "H", "H", "C", "N", "O", "H", "H", "H"],
  "positions_angstrom": [[0.6687, -2.1247, 0.9301], [0.8577, -2.2152, 1.8718], [0.2938, -2.9753, 0.6733], [0.3575, -0.4389, 0.3482], [0.2024, 1.3450, -0.4117], [-1.0060, 1.2700, -0.8940], [0.8239, 0.4241, 0.2086], [0.7434, 2.2889, -0.4472], [-1.6607, 0.5500, -0.6188], [-1.2806, 1.8762, -1.6604]],
  "lowdin_charge": [-0.026, 0.080, 0.078, 0.110, -0.156, 0.236, 0.186, 0.180, 0.155, 0.157]
}

{
  "formula": "C47H44N6O7P2Ti",
  "method": "ωB97M-V/def2-TZVPD",
  "homo_lumo_gap_ha": [0.29163, 0.29292],
  "total_charge": 1,
  "lumo_energy_ev": [-3.14, -3.15],
  "spin_multiplicity": 2,
  "de_lowest_kcal_mol": 17.6,
  "elements": ["Ti", "O", "C", "N", "C", "O", "C", "C", "C", "C", "C", "N", "C", "C", "C", "C", "C", "N", "H", "H", "H", "H", "H", "H", "H", "H", "C", "N", "P", "C", "C", "C", "C", "C", "C", "C", "C", "C", "C", "C", "C", "P", "C", "C", "C", "C", "C", "C", "C", "C", "C", "C", "C", "C", "H", "H", "H", "H", "H", "H", "H", "H", "H", "H", "H", "H", "H", "H", "H", "H", "H", "H", "H", "H", "H", "H", "H", "C", "C", "N", "C", "C", "N", "C", "O", "O", "C", "O", "O", "H", "H", "H", "H", "H", "C", "C", "C", "O", "C", "H", "H", "H", "H", "H", "H", "H", "H"],
  "positions_angstrom": [[-0.3153, 0.9215, 0.1226], [3.3167, 1.2833, 0.6999], [2.2431, 1.8191, 0.5931], [1.1433, 1.5987, 1.4391], [0.4386, 2.6507, 1.9405], [0.7708, 3.8217, 1.9891], [-0.8939, 2.1803, 2.5152], [-1.4666, 2.8522, 3.5785], [-2.6815, 2.3732, 4.0529], [-3.2551, 1.2513, 3.4553], [-2.5967, 0.6393, 2.3973], [-1.4446, 1.1151, 1.9396], [1.9305, 2.7092, -0.5726], [2.8987, 3.4424, -1.2399], [2.4838, 4.2566, -2.2804], [1.1370, 4.2812, -2.6237], [0.2484, 3.4806, -1.9233], [0.6433, 2.7106, -0.9123], [-0.9632, 3.7042, 4.0120], [-3.1721, 2.8614, 4.8833], [-4.1967, 0.8507, 3.8016], [-2.9814, -0.2524, 1.9145], [3.9320, 3.3651, -0.9347], [3.1992, 4.8572, -2.8247], [0.7728, 4.9053, -3.4267], [-0.8031, 3.4420, -2.1785], [-0.0036, -2.8906, -2.0381], [0.6667, -1.7867, -1.3370], [0.7256, -0.2288, -2.0433], [2.4179, -0.0021, -2.6573], [2.6343, 0.9224, -3.6807], [3.9203, 1.2182, -4.0974], [5.0043, 0.6003, -3.4897], [4.7946, -0.3141, -2.4702], [3.5090, -0.6104, -2.0495], [-0.2485, -0.2582, -3.5764], [-1.3841, 0.5349, -3.6961], [-2.1270, 0.5364, -4.8656], [-1.7326, -0.2552, -5.9326], [-0.5844, -1.0295, -5.8357], [0.1590, -1.0241, -4.6694], [0.5874, -1.6067, 0.3953], [-0.5024, -2.9561, 0.9553], [0.0122, -3.9723, 1.7627], [-0.8133, -4.9787, 2.2429], [-2.1643, -4.9770, 1.9339], [-2.6836, -3.9677, 1.1361], [-1.8644, -2.9631, 0.6524], [2.2584, -2.1709, 0.8448], [2.9973, -1.4943, 1.8018], [4.2883, -1.9016, 2.1095], [4.8412, -2.9920, 1.4624], [4.1064, -3.6800, 0.5034], [2.8229, -3.2734, 0.1937], [0.5259, -3.1284, -2.9592], [-1.0440, -2.6507, -2.2759], [0.0101, -3.7814, -1.4145], [1.7936, 1.4055, -4.1669], [4.0766, 1.9228, -4.9039], [6.0105, 0.8291, -3.8140], [5.6354, -0.7994, -1.9932], [3.3641, -1.3125, -1.2502], [-1.6888, 1.1726, -2.8740], [-3.0135, 1.1511, -4.9408], [-2.3127, -0.2638, -6.8450], [-0.2653, -1.6333, -6.6744], [1.0688, -1.6084, -4.6133], [1.0586, -3.9813, 2.0295], [-0.3943, -5.7640, 2.8581], [-2.8089, -5.7601, 2.3081], [-3.7343, -3.9625, 0.8794], [-2.2888, -2.2039, 0.0076], [2.5815, -0.6269, 2.2796], [4.8625, -1.3532, 2.8438], [5.8485, -3.3082, 1.6966], [4.5413, -4.5290, -0.0069], [2.2641, -3.8017, -0.5682], [-2.0812, 4.7138, 0.3808], [-2.7730, 3.4959, -0.1093], [-2.2123, 2.3244, -0.3719], [-3.2324, 1.4888, -0.7553], [-4.4218, 2.1771, -0.7587], [-4.0967, 3.4394, -0.3462], [-5.8536, 1.8542, -1.0161], [-6.1340, 0.6320, -1.3866], [-6.6757, 2.7229, -0.8582], [-2.9502, 0.0592, -0.9930], [-3.8232, -0.7180, -1.3855], [-1.7384, -0.2571, -0.7392], [-2.3796, 4.9343, 1.4074], [-2.3287, 5.5788, -0.2345], [-1.0047, 4.5630, 0.3774], [-4.7841, 4.1721, -0.2364], [-5.3165, 0.0540, -1.4371], [1.3056, -1.5451, 4.9714], [0.0363, -2.4166, 4.9921], [-0.9136, -1.6893, 4.0233], [-0.0852, -0.8261, 3.2364], [0.8491, -0.3120, 4.1898], [2.1074, -2.0461, 4.4295], [1.6707, -1.2978, 5.9659], [-0.3982, -2.4852, 5.9881], [0.2454, -3.4269, 4.6510], [-1.6357, -1.0754, 4.5787], [-1.4521, -2.3474, 3.3514], [0.3322, 0.3996, 4.8518], [1.6276, 0.2217, 3.6574]],
  "lowdin_charge": [0.884, 0.134, -0.426, 0.024, -0.492, 0.093, -0.205, 0.023, -0.014, -0.013, -0.086, 0.015, -0.207, 0.041, -0.018, -0.017, -0.107, 0.019, 0.133, 0.119, 0.119, 0.133, 0.136, 0.122, 0.117, 0.111, -0.121, -0.464, 1.004, -0.332, -0.106, -0.076, -0.068, -0.056, -0.067, -0.338, -0.088, -0.055, -0.059, -0.056, -0.091, 1.048, -0.340, -0.090, -0.069, -0.064, -0.059, -0.092, -0.361, -0.102, -0.054, -0.064, -0.067, -0.109, 0.077, 0.090, 0.077, 0.107, 0.109, 0.108, 0.112, 0.075, 0.079, 0.112, 0.112, 0.112, 0.113, 0.105, 0.113, 0.110, 0.113, 0.079, 0.065, 0.115, 0.109, 0.110, 0.108, 0.025, -0.317, 0.107, -0.136, -0.049, 0.204, -0.485, 0.158, 0.123, -0.571, 0.080, -0.227, 0.095, 0.097, 0.063, 0.183, 0.084, -0.130, -0.126, -0.184, -0.209, -0.201, 0.098, 0.114, 0.112, 0.096, 0.118, 0.097, 0.128, 0.095]
}

{
  "formula": "C4H12",
  "method": "ωB97M-V/def2-TZVPD",
  "homo_lumo_gap_ha": 0.47082,
  "lumo_energy_ev": 1.18,
  "spin_multiplicity": 1,
  "de_lowest_kcal_mol": 4.4,
  "elements": ["C", "C", "H", "H", "H", "H", "H", "H", "C", "C", "H", "H", "H", "H", "H", "H"],
  "positions_angstrom": [[-1.2675, -1.0301, 0.6260], [-0.8810, -2.5125, 0.4615], [-1.6379, -0.6486, -0.3234], [-2.1168, -1.0122, 1.3110], [-0.4722, -0.4574, 1.0790], [0.1057, -2.6311, 0.0167], [-0.9326, -3.0604, 1.4012], [-1.5931, -2.9621, -0.2176], [1.3167, 1.0792, -0.7307], [0.8287, 2.4713, -0.3644], [1.2218, 0.3388, 0.0576], [0.9591, 0.6779, -1.6810], [2.3963, 1.1326, -0.9186], [-0.2555, 2.5706, -0.4279], [1.1529, 2.6853, 0.6543], [1.2618, 3.2145, -1.0279]],
  "lowdin_charge": [-0.169, -0.164, 0.065, 0.060, 0.039, 0.057, 0.060, 0.054, -0.184, -0.165, 0.037, 0.066, 0.062, 0.060, 0.064, 0.059]
}